[1]
ORCA calculation (ωB97M-V with the def2-TZVPD basis set) on a structure of composition C19H34N3RbS3.

The geometry in XYZ format:
```
60
Properties=species:S:1:pos:R:3:nbo_charge:R:1
Rb 0.43 0.60 -0.50 0.900
C 0.14 -3.48 0.53 -0.234
C -0.78 -2.69 1.48 -0.220
N -0.28 -1.36 1.76 -0.639
C 0.73 -1.24 2.81 -0.239
C 2.15 -1.71 2.44 -0.533
S 2.84 -1.10 0.87 0.191
C 3.00 -2.62 -0.11 -0.540
C 1.89 -2.91 -1.13 -0.226
N 0.56 -2.66 -0.60 -0.652
H 1.03 -3.80 1.07 0.187
H -0.37 -4.40 0.22 0.178
H -1.76 -2.58 1.00 0.185
H -0.94 -3.29 2.39 0.172
H -1.04 -0.74 2.00 0.373
H 0.78 -0.18 3.07 0.226
H 0.45 -1.78 3.72 0.170
H 2.82 -1.37 3.23 0.233
H 2.22 -2.80 2.43 0.207
H 3.95 -2.54 -0.65 0.237
H 3.14 -3.45 0.58 0.211
H 2.01 -2.26 -1.99 0.204
H 2.03 -3.94 -1.48 0.169
H -0.12 -2.71 -1.35 0.369
C -0.36 3.40 -0.49 -0.151
C -0.85 3.00 0.78 -0.149
C 0.26 2.74 1.61 -0.200
C 1.44 2.97 0.87 -0.084
C 1.05 3.37 -0.43 -0.182
C 1.94 3.65 -1.62 -0.624
C 2.84 2.84 1.41 -0.641
C 0.20 2.44 3.09 -0.623
C -2.28 2.93 1.23 -0.621
C -1.15 3.82 -1.69 -0.626
H 1.72 4.62 -2.07 0.206
H 1.82 2.91 -2.43 0.179
H 3.00 3.66 -1.35 0.205
H 3.01 3.49 2.27 0.201
H 3.59 3.10 0.66 0.205
H 3.09 1.82 1.74 0.186
H 0.05 3.34 3.70 0.202
H 1.12 1.98 3.45 0.196
H -0.63 1.77 3.35 0.186
H -2.47 3.55 2.12 0.203
H -2.61 1.92 1.50 0.173
H -2.97 3.28 0.45 0.203
H -0.91 4.84 -2.01 0.202
H -2.23 3.80 -1.50 0.199
H -0.98 3.18 -2.57 0.193
S -0.75 0.08 -3.48 -0.142
C -1.82 -1.16 -3.34 -0.089
N -3.08 -1.08 -2.92 -0.589
C -3.75 -2.33 -2.56 -0.224
C -3.16 -3.36 -3.52 -0.539
S -1.44 -2.82 -3.75 0.307
H -3.35 -0.20 -2.50 0.425
H -4.82 -2.23 -2.68 0.223
H -3.53 -2.59 -1.52 0.193
H -3.67 -3.34 -4.48 0.227
H -3.19 -4.36 -3.11 0.241
```

Results
HOMO-LUMO gap	5.346	eV
2S+1	1
LUMO energy	-0.2405	eV
molar mass	486.2	g mol⁻¹



[2]
ORCA calculation (ωB97M-V with the def2-TZVPD basis set) on a structure of composition C22H43FO3P2ReSSi in a non-equilibrium geometry.

The geometry in XYZ format:
```
74
Properties=species:S:1:pos:R:3:mulliken_spin:R:1
Re 1.50 1.15 -0.55 0.978
C 1.22 3.85 -2.61 -0.009
P 0.15 2.92 -1.47 0.030
C -1.34 2.57 -2.46 0.016
C -0.32 4.11 -0.18 -0.048
C -1.21 5.15 -0.43 -0.001
C -1.47 6.09 0.55 0.000
C -0.84 6.02 1.78 0.000
C 0.05 4.99 2.05 -0.001
C 0.29 4.02 1.08 -0.021
P 1.52 2.71 1.36 0.004
C 3.08 3.62 1.63 -0.002
C 1.17 1.91 2.95 -0.005
H 0.67 4.69 -3.02 0.001
H 1.53 3.19 -3.42 -0.002
H 2.11 4.21 -2.09 0.010
H -1.81 3.50 -2.75 -0.001
H -2.03 1.97 -1.88 -0.002
H -1.04 2.02 -3.35 0.000
H -1.70 5.26 -1.39 0.000
H -2.16 6.90 0.36 0.000
H -1.03 6.77 2.54 0.000
H 0.54 4.95 3.01 0.000
H 2.98 4.17 2.57 0.001
H 3.27 4.32 0.82 0.007
H 3.90 2.91 1.72 0.000
H 0.93 2.65 3.71 -0.001
H 2.07 1.36 3.25 0.000
H 0.34 1.22 2.84 0.004
F 3.23 0.73 -0.10 0.024
C -1.24 -2.88 -3.45 0.001
C -0.80 -3.90 -2.41 0.000
C 0.14 -4.92 -3.04 0.000
C -1.98 -4.57 -1.75 0.000
O -0.02 -3.21 -1.39 0.007
Si -0.16 -1.90 -0.52 0.034
S 0.39 -0.18 -1.95 -0.051
O -1.59 -1.35 -0.10 -0.006
C -2.37 -1.01 1.06 0.001
C -2.57 0.51 1.02 -0.016
C -1.63 -1.44 2.32 -0.001
C -3.69 -1.76 0.92 0.000
O 1.04 -1.61 0.52 0.040
C 2.14 -2.48 0.93 0.005
C 2.88 -1.75 2.04 -0.003
C 1.57 -3.79 1.47 0.000
C 3.02 -2.74 -0.28 -0.002
H -1.75 -3.39 -4.26 0.000
H -0.38 -2.35 -3.86 0.000
H -1.93 -2.16 -3.01 0.000
H -0.39 -5.46 -3.82 0.000
H 0.48 -5.64 -2.30 0.000
H 1.00 -4.42 -3.48 0.000
H -2.51 -5.17 -2.49 0.000
H -2.67 -3.84 -1.34 0.000
H -1.65 -5.23 -0.95 0.000
H -1.60 1.01 0.95 0.009
H -3.08 0.83 1.92 0.000
H -3.17 0.78 0.16 0.000
H -0.69 -0.89 2.42 -0.003
H -1.40 -2.50 2.27 0.000
H -2.25 -1.26 3.19 0.000
H -4.17 -1.50 -0.02 0.000
H -4.35 -1.50 1.74 0.000
H -3.51 -2.83 0.94 0.000
H 2.25 -1.62 2.91 0.001
H 3.21 -0.77 1.70 0.001
H 3.75 -2.33 2.32 0.000
H 0.97 -3.61 2.36 0.000
H 2.40 -4.45 1.73 0.000
H 0.96 -4.28 0.72 0.000
H 3.38 -1.80 -0.69 0.001
H 2.47 -3.27 -1.04 0.000
H 3.88 -3.34 -0.01 0.000
```

Results
HOMO-LUMO gap (spin up / spin down)	6.254 / 6.603	eV
2S+1	2
LUMO energy (spin up / spin down)	-8.9010 / -8.5255	eV
molar mass	682.9	g mol⁻¹
total charge	+2



[3]
ORCA calculation (ωB97M-V with the def2-TZVPD basis set) on a cluster of 2 separate species, C10H13O3 in total in a non-equilibrium geometry.

The geometry in XYZ format:
```
26
Properties=species:S:1:pos:R:3:nbo_charge:R:1
C 3.82 1.66 1.05 -0.612
C 0.66 2.27 -0.99 -0.307
C -0.24 1.35 -0.38 0.379
C 1.95 2.32 -0.50 -0.193
C 2.41 1.48 0.50 -0.134
C 0.21 0.60 0.72 -0.343
C 1.54 0.61 1.14 -0.196
O -1.42 1.18 -0.90 -0.799
H 0.27 2.94 -1.74 0.203
H 2.65 3.00 -0.95 0.182
H -0.51 -0.18 0.92 0.202
H -2.40 0.33 -0.39 0.513
H 4.13 2.68 1.30 0.198
H 4.54 1.17 0.38 0.195
H 1.85 0.08 2.03 0.190
H 3.92 1.12 2.00 0.197
C -2.33 -2.23 -1.07 -0.520
C -1.49 -2.86 0.04 -0.602
C -3.49 -1.48 -0.46 0.794
O -3.31 -0.22 -0.18 -0.727
O -4.56 -2.02 -0.23 -0.669
H -1.78 -1.55 -1.72 0.227
H -2.62 -3.08 -1.68 0.208
H -1.28 -2.29 0.94 0.209
H -0.47 -3.13 -0.24 0.204
H -2.02 -3.74 0.43 0.201
```

Results
HOMO-LUMO gap	7.189	eV
2S+1	1
LUMO energy	3.4323	eV
molar mass	181.2	g mol⁻¹
total charge	-1



[4]
ORCA calculation (ωB97M-V with the def2-TZVPD basis set) on a structure of composition C2H5NOS in a non-equilibrium geometry.

The geometry in XYZ format:
```
10
Properties=species:S:1:pos:R:3:nbo_charge:R:1
C 0.23 -0.18 -0.01 -0.131
C -0.88 -1.15 -0.17 -0.725
N -0.13 1.66 -0.22 -0.791
O 2.74 0.60 0.05 -0.914
S 1.86 -0.58 -0.03 1.104
H -1.55 -1.26 0.73 0.238
H -1.58 -0.84 -1.02 0.259
H -0.51 -2.14 -0.06 0.249
H -0.83 1.72 0.61 0.348
H 0.65 2.17 0.13 0.364
```

Results
HOMO-LUMO gap	9.071	eV
2S+1	1
LUMO energy	-0.0957	eV
molar mass	91.1	g mol⁻¹



[5]
ORCA calculation (ωB97M-V with the def2-TZVPD basis set) on a structure of composition AsF6H22O11 in a non-equilibrium geometry.

The geometry in XYZ format:
```
40
Properties=species:S:1:pos:R:3:nbo_charge:R:1
As 0.27 0.23 0.17 2.675
F 1.73 -0.66 -0.23 -0.536
F -0.68 -1.28 -0.25 -0.470
F -1.25 1.18 0.55 -0.533
F 1.31 1.59 0.64 -0.555
F 0.18 0.92 -1.49 -0.537
F 0.42 -0.44 1.84 -0.524
O 1.41 -2.29 0.96 -0.939
H 1.51 -1.35 0.77 0.459
H 1.88 -2.72 0.24 0.465
O 1.94 -0.67 -2.28 -0.946
H 1.62 -0.36 -1.43 0.437
H 1.63 -1.58 -2.33 0.440
O -2.72 2.17 -0.25 -0.942
H -1.82 2.20 -0.57 0.433
H -2.65 2.37 0.68 0.437
O 2.72 2.73 0.06 -0.911
H 2.82 1.83 -0.25 0.465
H 3.26 2.77 0.85 0.473
O -0.08 -3.06 -0.81 -0.955
H 0.07 -2.47 -1.55 0.435
H 0.29 -2.60 -0.05 0.462
O -0.89 2.72 -0.98 -0.886
H -0.41 3.49 -0.68 0.486
H -0.21 2.05 -1.12 0.463
O -2.20 -0.40 -1.12 -0.900
H -2.47 -1.15 -1.64 0.473
H -1.51 -0.73 -0.55 0.429
O -2.16 -2.07 1.00 -0.959
H -1.39 -1.73 0.54 0.430
H -1.86 -2.90 1.38 0.451
O 2.82 0.35 1.66 -0.971
H 2.04 0.63 1.19 0.431
H 2.52 0.20 2.56 0.468
O -2.13 0.85 -2.64 -1.027
H -1.75 0.43 -1.87 0.437
H -2.43 1.71 -2.32 0.456
O -0.96 -0.50 3.19 -0.990
H -0.37 -0.97 3.77 0.430
H -0.52 -0.49 2.34 0.447
```

Results
HOMO-LUMO gap	5.983	eV
2S+1	1
LUMO energy	0.7623	eV
molar mass	387.1	g mol⁻¹
total charge	-1



[6]
ORCA calculation (ωB97M-V with the def2-TZVPD basis set) on a structure of composition C4H7O3Pd in a non-equilibrium geometry.

The geometry in XYZ format:
```
15
Properties=species:S:1:pos:R:3:nbo_charge:R:1
O -0.53 -0.55 0.04 -0.491
C -0.03 0.59 0.13 1.059
O 1.18 0.90 -0.15 -0.544
Pd 3.22 0.55 0.11 0.397
O -0.83 1.62 0.15 -0.418
C -2.20 1.41 0.50 -0.274
H -2.27 0.87 1.45 0.206
H -2.63 2.41 0.61 0.236
H -2.71 0.85 -0.29 0.211
C 0.20 -1.86 -0.10 0.027
H 0.49 -2.11 0.93 0.194
H -0.54 -2.43 -0.67 0.215
C 2.16 -0.42 -0.56 -0.251
H 2.05 -0.36 -1.65 0.186
H 2.43 -1.49 -0.50 0.246
```

Results
HOMO-LUMO gap (spin up / spin down)	7.051 / 8.114	eV
2S+1	3
LUMO energy (spin up / spin down)	-4.1153 / -6.0083	eV
molar mass	209.5	g mol⁻¹
total charge	+1



[7]
ORCA calculation (ωB97M-V with the def2-TZVPD basis set) on a cluster of 2 separate species, C4H8OS in total in a non-equilibrium geometry.

The geometry in XYZ format:
```
14
Properties=species:S:1:pos:R:3:nbo_charge:R:1
C -1.36 0.77 0.39 -0.623
C -1.25 -0.73 -0.05 -0.214
C -0.09 -1.40 -0.19 -0.323
S 0.21 -3.14 -0.58 0.011
H -0.51 1.32 0.04 0.193
H -1.45 0.89 1.44 0.216
H -2.28 1.20 -0.11 0.212
H -2.27 -1.25 0.03 0.197
H 0.85 -0.99 -0.32 0.223
H -0.98 -3.40 -0.92 0.103
C 2.31 1.74 0.06 0.283
O 2.57 0.58 -0.08 -0.500
H 3.02 2.47 0.00 0.118
H 1.23 1.95 0.28 0.103
```

Results
HOMO-LUMO gap	9.094	eV
2S+1	1
LUMO energy	0.7234	eV
molar mass	104.2	g mol⁻¹